1.
# C12H17N

A 2-piece molecular cluster, C12H17N overall (ωB97M-V/def2-TZVPD, the OMol25 dataset).

```
! RIJCOSX wB97M-V def2-TZVPD def2/J DEFGRID3
* xyz 0 1
C 0.92 -1.77 -2.45
C 0.82 -1.92 -0.96
C -0.01 -2.81 -0.34
N -0.38 -2.28 0.90
C 0.35 -1.14 1.14
C 0.56 -0.38 2.31
C 1.39 0.70 2.30
C 2.22 0.96 1.20
C 2.06 0.16 0.07
C 1.20 -0.93 0.00
H 1.01 -2.59 -3.16
H 1.79 -1.15 -2.71
H 0.13 -1.07 -2.73
H -0.20 -3.85 -0.55
H -0.93 -2.72 1.59
H -0.04 -0.70 3.16
H 1.38 1.29 3.21
H 2.87 1.83 1.19
H 2.45 0.62 -0.83
C -2.19 0.66 -1.01
C -2.16 1.74 0.09
C -0.73 2.35 0.13
H -1.32 0.01 -0.94
H -1.88 1.21 -1.91
H -3.18 0.23 -1.11
H -2.76 2.58 -0.26
H -2.52 1.38 1.05
H 0.11 1.93 -0.43
H -0.85 3.43 -0.01
H -0.14 2.28 1.05
*
```

## Properties
Lowest unoccupied orbital energy in eV: 0.9
Strongest force on any atom in eV/Å: 2.30
Orbital gap in eV: 8.8
Structure (SMILES): Cc1c[nH]c2ccccc12.CCC
Energy relative to the best compared isomer or geometry (same formula, charge and spin) in kJ/mol: 172.5

Table of natural (NBO) atomic charges, one value per atom, all in e: atom 1 (C): -0.6382, atom 2 (C): -0.0767, atom 3 (C): -0.0305, atom 4 (N): -0.5295, atom 5 (C): 0.1602, atom 6 (C): -0.2487, atom 7 (C): -0.2221, atom 8 (C): -0.2311, atom 9 (C): -0.2036, atom 10 (C): -0.1090, atom 11 (H): 0.2282, atom 12 (H): 0.2110, atom 13 (H): 0.2198, atom 14 (H): 0.2174, atom 15 (H): 0.4063, atom 16 (H): 0.2068, atom 17 (H): 0.2157, atom 18 (H): 0.2171, atom 19 (H): 0.2107, atom 20 (C): -0.6105, atom 21 (C): -0.3977, atom 22 (C): -0.6501, atom 23 (H): 0.2091, atom 24 (H): 0.1993, atom 25 (H): 0.2076, atom 26 (H): 0.1936, atom 27 (H): 0.1984, atom 28 (H): 0.2196, atom 29 (H): 0.2039, atom 30 (H): 0.2230

***

2.
# C12H17N

A 2-piece molecular cluster, C12H17N overall (ωB97M-V/def2-TZVPD, the OMol25 dataset).

```
! RIJCOSX wB97M-V def2-TZVPD def2/J DEFGRID3
* xyz 0 1
C -1.97 -2.64 1.02
C -1.58 -1.21 1.20
C -1.35 -0.51 2.33
N -1.34 0.85 2.08
C -1.54 1.06 0.73
C -1.48 2.25 0.01
C -1.68 2.16 -1.36
C -1.83 0.93 -2.00
C -1.77 -0.24 -1.25
C -1.75 -0.23 0.14
H -2.74 -2.94 1.73
H -1.06 -3.25 1.06
H -2.37 -2.84 0.03
H -1.21 -0.87 3.34
H -0.83 1.53 2.62
H -1.26 3.19 0.49
H -1.69 3.09 -1.91
H -2.02 0.90 -3.06
H -1.99 -1.15 -1.80
C 2.65 -1.01 0.35
C 2.37 -0.06 -0.79
C 3.43 1.04 -1.08
H 2.80 -0.58 1.33
H 3.50 -1.67 0.16
H 1.79 -1.69 0.39
H 2.33 -0.60 -1.74
H 1.45 0.53 -0.70
H 3.55 1.15 -2.15
H 3.21 1.99 -0.59
H 4.40 0.83 -0.61
*
```

## Properties
Lowest unoccupied orbital energy in eV: 0.9
Strongest force on any atom in eV/Å: 2.45
Orbital gap in eV: 8.8
Structure (SMILES): Cc1c[nH]c2ccccc12.CCC
Energy relative to the best compared isomer or geometry (same formula, charge and spin) in kJ/mol: 69.3

Table of natural (NBO) atomic charges, one value per atom, all in e: atom 1 (C): -0.6303, atom 2 (C): -0.0911, atom 3 (C): -0.0263, atom 4 (N): -0.5348, atom 5 (C): 0.1572, atom 6 (C): -0.2591, atom 7 (C): -0.2054, atom 8 (C): -0.2463, atom 9 (C): -0.1855, atom 10 (C): -0.0932, atom 11 (H): 0.2222, atom 12 (H): 0.2191, atom 13 (H): 0.2181, atom 14 (H): 0.2097, atom 15 (H): 0.4044, atom 16 (H): 0.2119, atom 17 (H): 0.2104, atom 18 (H): 0.2135, atom 19 (H): 0.2056, atom 20 (C): -0.6099, atom 21 (C): -0.4055, atom 22 (C): -0.6087, atom 23 (H): 0.2018, atom 24 (H): 0.2029, atom 25 (H): 0.2107, atom 26 (H): 0.1963, atom 27 (H): 0.2091, atom 28 (H): 0.2071, atom 29 (H): 0.1987, atom 30 (H): 0.1973

***

3.
# C12H17N

One molecule with the formula C12H17N (ωB97M-V/def2-TZVPD, the OMol25 dataset).

```
! RIJCOSX wB97M-V def2-TZVPD def2/J DEFGRID3
* xyz 0 1
C 2.90 -0.41 -2.18
C 1.40 -0.78 -2.68
N 0.83 0.44 -3.09
C 0.55 -1.66 -1.72
C 0.25 -1.10 -0.30
C 1.06 -1.27 0.86
C 0.83 -0.38 1.97
C -0.49 0.20 1.98
C -1.31 0.26 0.91
C -0.95 -0.44 -0.22
C -2.60 1.06 1.06
C -2.41 1.86 2.35
C -1.07 1.14 3.01
H 3.01 0.11 -1.09
H 3.54 -1.42 -2.35
H 3.31 0.31 -3.00
H 1.54 -1.34 -3.67
H -0.32 0.12 -2.87
H 0.90 1.25 -2.28
H -0.50 -1.99 -2.03
H 0.86 -2.76 -1.56
H 2.03 -1.80 0.88
H 1.49 -0.39 2.93
H -1.74 -0.41 -1.03
H -3.35 0.36 1.30
H -2.67 1.53 0.11
H -2.20 2.96 2.26
H -3.42 1.89 2.96
H -0.20 1.85 3.25
H -1.27 0.82 4.23
*
```

## Properties
Lowest unoccupied orbital energy in eV: 0.9
Strongest force on any atom in eV/Å: 7.40
Orbital gap in eV: 9.5
Structure (SMILES): C[C@H](N)Cc1ccc2c(c1)CCC2
Energy relative to the best compared isomer or geometry (same formula, charge and spin) in kJ/mol: 424.7

Table of natural (NBO) atomic charges, one value per atom, all in e: atom 1 (C): -0.6476, atom 2 (C): -0.0584, atom 3 (N): -0.8051, atom 4 (C): -0.4650, atom 5 (C): -0.0277, atom 6 (C): -0.2075, atom 7 (C): -0.1937, atom 8 (C): -0.0539, atom 9 (C): -0.0128, atom 10 (C): -0.2091, atom 11 (C): -0.4418, atom 12 (C): -0.4002, atom 13 (C): -0.4206, atom 14 (H): 0.2245, atom 15 (H): 0.2148, atom 16 (H): 0.2263, atom 17 (H): 0.1917, atom 18 (H): 0.3380, atom 19 (H): 0.3511, atom 20 (H): 0.2225, atom 21 (H): 0.2273, atom 22 (H): 0.2205, atom 23 (H): 0.2240, atom 24 (H): 0.2033, atom 25 (H): 0.2172, atom 26 (H): 0.2212, atom 27 (H): 0.2145, atom 28 (H): 0.2150, atom 29 (H): 0.2181, atom 30 (H): 0.2135

***

4.
# C12H17N2O

An isolated ion of composition C12H17N2O and charge +1 (ωB97M-V/def2-TZVPD, the OMol25 dataset).

```
! RIJCOSX wB97M-V def2-TZVPD def2/J DEFGRID3
* xyz 1 1
C 2.60 3.57 1.49
C 1.62 3.66 0.50
C 2.78 2.45 2.22
C 0.74 2.61 0.40
C 2.13 1.25 1.83
C 1.04 1.31 0.97
C 0.33 -2.37 0.27
C 0.19 0.15 0.67
C -1.14 -2.53 -1.67
C -2.34 -3.27 -2.20
C -0.62 -1.31 -2.35
C -2.07 1.16 0.91
N -0.75 -2.85 -0.46
N 0.75 -1.06 0.49
O -1.14 0.22 0.37
H 3.23 4.32 1.78
H 1.61 4.60 0.05
H 3.52 2.28 2.98
H 0.00 2.79 -0.26
H 2.39 0.39 2.34
H 1.12 -3.05 0.71
H -3.34 -3.02 -1.68
H -2.24 -4.32 -1.98
H -2.37 -2.93 -3.23
H -0.71 -1.60 -3.35
H 0.30 -1.14 -2.08
H -1.13 -0.40 -2.11
H -1.56 2.03 0.98
H -2.34 0.65 1.80
H -3.05 1.18 0.22
H -1.28 -3.67 -0.24
H 1.71 -1.09 0.66
*
```

## Properties
Lowest unoccupied orbital energy (spin up / spin down) in eV: -3.6 / -3.6
Strongest force on any atom in eV/Å: 5.22
Orbital gap (spin up / spin down) in eV: 6.6 / 6.6
Energy relative to the best compared isomer or geometry (same formula, charge and spin) in kJ/mol: 544.8

Table of natural (NBO) atomic charges, one value per atom, all in e: atom 1 (C): -0.1669, atom 2 (C): -0.1863, atom 3 (C): -0.1856, atom 4 (C): -0.1779, atom 5 (C): -0.1705, atom 6 (C): -0.1673, atom 7 (C): -0.1497, atom 8 (C): 0.5604, atom 9 (C): 0.3826, atom 10 (C): -0.6876, atom 11 (C): -0.6730, atom 12 (C): -0.2282, atom 13 (N): -0.4220, atom 14 (N): -0.4494, atom 15 (O): -0.5137, atom 16 (H): 0.2217, atom 17 (H): 0.2340, atom 18 (H): 0.2286, atom 19 (H): 0.2113, atom 20 (H): 0.2101, atom 21 (H): 0.2155, atom 22 (H): 0.2563, atom 23 (H): 0.2383, atom 24 (H): 0.2470, atom 25 (H): 0.2348, atom 26 (H): 0.2275, atom 27 (H): 0.2619, atom 28 (H): 0.1918, atom 29 (H): 0.2016, atom 30 (H): 0.2127, atom 31 (H): 0.4163, atom 32 (H): 0.4254

***

5.
# C12H17N2O

An isolated ion of composition C12H17N2O and charge +1 (ωB97M-V/def2-TZVPD, the OMol25 dataset).

```
! RIJCOSX wB97M-V def2-TZVPD def2/J DEFGRID3
* xyz 1 1
C 0.94 -1.88 -1.08
C 0.91 -1.04 0.21
C 0.38 -1.73 1.44
N 2.25 -0.49 0.46
C 2.44 0.87 0.02
C 2.81 1.00 -1.43
O 3.16 1.60 0.96
N 0.90 1.22 -0.01
C 0.12 0.20 0.07
C -1.31 0.35 -0.01
C -2.17 -0.63 -0.55
C -3.54 -0.55 -0.37
C -4.11 0.60 0.20
C -3.27 1.50 0.80
C -1.88 1.27 0.82
H 0.34 -1.55 -1.97
H 0.29 -2.73 -1.00
H 1.98 -2.02 -1.31
H 1.00 -2.46 1.79
H -0.58 -2.09 1.26
H 0.16 -1.07 2.20
H 2.46 -0.31 1.45
H 2.18 0.33 -1.93
H 3.80 0.70 -1.50
H 2.66 2.05 -1.65
H 3.64 2.19 0.32
H 0.54 2.16 -0.17
H -1.78 -1.35 -1.16
H -4.19 -1.35 -0.84
H -5.15 0.83 0.24
H -3.76 2.34 1.41
H -1.24 2.07 1.30
*
```

## Properties
Lowest unoccupied orbital energy in eV: -3.9
Strongest force on any atom in eV/Å: 3.96
Orbital gap in eV: 9.3
Structure (SMILES): CC1(C)N[C@](C)(O)[NH+]=C1c1ccccc1
Energy relative to the best compared isomer or geometry (same formula, charge and spin) in kJ/mol: 238.1

Table of natural (NBO) atomic charges, one value per atom, all in e: atom 1 (C): -0.6473, atom 2 (C): 0.0335, atom 3 (C): -0.5983, atom 4 (N): -0.6276, atom 5 (C): 0.5770, atom 6 (C): -0.6485, atom 7 (O): -0.6524, atom 8 (N): -0.5068, atom 9 (C): 0.4844, atom 10 (C): -0.1267, atom 11 (C): -0.1850, atom 12 (C): -0.1813, atom 13 (C): -0.1632, atom 14 (C): -0.1956, atom 15 (C): -0.1752, atom 16 (H): 0.2322, atom 17 (H): 0.2463, atom 18 (H): 0.2616, atom 19 (H): 0.2413, atom 20 (H): 0.2320, atom 21 (H): 0.2199, atom 22 (H): 0.3955, atom 23 (H): 0.2365, atom 24 (H): 0.2454, atom 25 (H): 0.2167, atom 26 (H): 0.4953, atom 27 (H): 0.4274, atom 28 (H): 0.2137, atom 29 (H): 0.2439, atom 30 (H): 0.2395, atom 31 (H): 0.2462, atom 32 (H): 0.2196

***

6.
# C12H17N2O

An isolated ion of composition C12H17N2O and charge +1 (ωB97M-V/def2-TZVPD, the OMol25 dataset).

```
! RIJCOSX wB97M-V def2-TZVPD def2/J DEFGRID3
* xyz 1 1
C 2.73 -1.15 -0.96
N 1.64 -0.26 -0.86
C 1.53 1.02 -0.99
O 2.23 1.88 -1.51
C 0.02 1.01 -0.52
N -0.79 1.44 -1.69
C -2.18 1.07 -1.32
C -0.89 2.89 -2.06
C 0.27 -0.58 -0.47
C 0.16 -1.08 0.94
C -0.96 -1.87 1.25
C -1.17 -2.40 2.47
C -0.46 -1.87 3.52
C 0.60 -1.09 3.27
C 0.98 -0.68 1.95
H 2.97 -1.83 -0.03
H 2.53 -1.64 -1.99
H 3.55 -0.60 -1.10
H -0.13 1.63 0.38
H -0.60 0.94 -2.58
H -2.85 1.81 -0.98
H -2.76 0.63 -2.07
H -2.24 0.27 -0.59
H -1.48 2.91 -2.99
H -1.05 3.48 -1.13
H 0.16 3.06 -2.42
H -0.39 -1.09 -1.36
H -1.65 -2.11 0.47
H -1.94 -3.01 2.81
H -0.76 -2.12 4.56
H 1.17 -0.60 4.19
H 1.74 -0.06 1.81
*
```

## Properties
Lowest unoccupied orbital energy in eV: -3.0
Strongest force on any atom in eV/Å: 4.85
Orbital gap in eV: 9.5
Structure (SMILES): CN1C(=O)[C@@H]([NH+](C)C)[C@@H]1c1ccccc1
Energy relative to the best compared isomer or geometry (same formula, charge and spin) in kJ/mol: 431.8

Table of natural (NBO) atomic charges, one value per atom, all in e: atom 1 (C): -0.4249, atom 2 (N): -0.4091, atom 3 (C): 0.6581, atom 4 (O): -0.5829, atom 5 (C): -0.1437, atom 6 (N): -0.3520, atom 7 (C): -0.4594, atom 8 (C): -0.4299, atom 9 (C): -0.0009, atom 10 (C): -0.1170, atom 11 (C): -0.1511, atom 12 (C): -0.2022, atom 13 (C): -0.1972, atom 14 (C): -0.1816, atom 15 (C): -0.2065, atom 16 (H): 0.2426, atom 17 (H): 0.2172, atom 18 (H): 0.2312, atom 19 (H): 0.2689, atom 20 (H): 0.4474, atom 21 (H): 0.2472, atom 22 (H): 0.2409, atom 23 (H): 0.2374, atom 24 (H): 0.2460, atom 25 (H): 0.2527, atom 26 (H): 0.2570, atom 27 (H): 0.2119, atom 28 (H): 0.1961, atom 29 (H): 0.2289, atom 30 (H): 0.2340, atom 31 (H): 0.2324, atom 32 (H): 0.2085

***

7.
# C12H17N2O

A 2-piece molecular cluster, C12H17N2O overall (ωB97M-V/def2-TZVPD, the OMol25 dataset).

```
! RIJCOSX wB97M-V def2-TZVPD def2/J DEFGRID3
* xyz 1 1
C -2.07 -1.00 3.28
C -1.81 0.35 3.36
C -2.08 -1.60 2.01
C -1.47 1.10 2.24
C -1.54 -0.92 0.93
C -1.18 0.48 1.05
C 2.79 -0.57 -1.32
C 1.96 -2.14 0.09
C 1.41 -2.42 -1.37
C -0.52 2.97 -2.00
C -1.10 2.37 -0.63
C -0.60 1.07 -0.21
N 2.63 -0.86 -0.06
N 2.09 -1.36 -2.15
O 0.14 0.35 -0.86
H -2.33 -1.57 4.15
H -1.80 0.91 4.18
H -2.47 -2.68 1.95
H -1.20 2.21 2.24
H -1.35 -1.59 0.00
H 1.13 -2.11 0.70
H 2.57 -2.90 0.38
H 1.76 -3.40 -1.50
H 0.37 -2.41 -1.27
H 0.48 2.57 -1.94
H -1.08 2.61 -2.74
H -0.62 3.97 -1.84
H -1.04 3.00 0.35
H -2.28 2.29 -0.88
H 3.17 -0.62 0.75
H 1.54 -1.12 -2.93
H 3.28 0.41 -1.57
*
```

## Properties
Lowest unoccupied orbital energy in eV: -3.3
Strongest force on any atom in eV/Å: 6.13
Orbital gap in eV: 8.9
Energy relative to the best compared isomer or geometry (same formula, charge and spin) in kJ/mol: 337.8

Table of natural (NBO) atomic charges, one value per atom, all in e: atom 1 (C): -0.1832, atom 2 (C): -0.1950, atom 3 (C): -0.2155, atom 4 (C): -0.1751, atom 5 (C): -0.1898, atom 6 (C): -0.1687, atom 7 (C): 0.4151, atom 8 (C): -0.2267, atom 9 (C): -0.2255, atom 10 (C): -0.5784, atom 11 (C): -0.5058, atom 12 (C): 0.5921, atom 13 (N): -0.4819, atom 14 (N): -0.5234, atom 15 (O): -0.6307, atom 16 (H): 0.2308, atom 17 (H): 0.2160, atom 18 (H): 0.2317, atom 19 (H): 0.2187, atom 20 (H): 0.2162, atom 21 (H): 0.2307, atom 22 (H): 0.2074, atom 23 (H): 0.2206, atom 24 (H): 0.2270, atom 25 (H): 0.2051, atom 26 (H): 0.2099, atom 27 (H): 0.2217, atom 28 (H): 0.2381, atom 29 (H): 0.2646, atom 30 (H): 0.4448, atom 31 (H): 0.4486, atom 32 (H): 0.2606

***

8.
# C12H17N3

C12H17N3 as an isolated structure (ωB97M-V/def2-TZVPD, the OMol25 dataset).

```
! RIJCOSX wB97M-V def2-TZVPD def2/J DEFGRID3
* xyz 0 1
C 0.93 -0.17 2.10
C 1.86 -1.52 0.07
C 2.12 -1.04 -1.50
C 1.36 0.59 -0.37
C 0.78 1.94 0.04
C -0.62 2.12 0.25
C -1.52 2.10 -1.12
C -1.92 0.43 -0.96
C -2.20 0.11 0.50
C -2.14 -1.25 0.79
C -1.60 -2.36 -0.06
C -1.29 -0.70 -1.70
H 1.46 -0.91 2.46
H 1.08 0.75 2.64
H 0.05 -0.54 2.26
H 2.94 -1.89 0.45
H 1.13 -2.51 0.09
H 3.35 -1.14 -1.29
H 1.50 -1.68 -2.14
H 1.33 2.42 0.96
H 1.16 2.66 -0.73
H -0.62 3.18 1.06
H -1.00 1.00 1.00
H -0.66 2.40 -2.08
H -2.47 2.74 -1.40
H -2.72 1.03 0.93
H -2.25 -1.82 1.94
H -1.43 -3.42 0.61
H -0.70 -0.64 -2.54
N 1.43 -0.28 0.61
N 1.93 0.41 -1.63
N -1.29 -2.02 -1.27
*
```

## Properties
Lowest unoccupied orbital energy in eV: 0.0
Strongest force on any atom in eV/Å: 6.71
Orbital gap in eV: 7.9
Energy relative to the best compared isomer or geometry (same formula, charge and spin) in kJ/mol: 1122.7

Table of natural (NBO) atomic charges, one value per atom, all in e: atom 1 (C): -0.3691, atom 2 (C): -0.2312, atom 3 (C): -0.2571, atom 4 (C): 0.4610, atom 5 (C): -0.5233, atom 6 (C): -0.3530, atom 7 (C): -0.4716, atom 8 (C): 0.0027, atom 9 (C): -0.3404, atom 10 (C): -0.2661, atom 11 (C): 0.0627, atom 12 (C): 0.0093, atom 13 (H): 0.2034, atom 14 (H): 0.2145, atom 15 (H): 0.1944, atom 16 (H): 0.1792, atom 17 (H): 0.1953, atom 18 (H): 0.1901, atom 19 (H): 0.2153, atom 20 (H): 0.2263, atom 21 (H): 0.2424, atom 22 (H): 0.2201, atom 23 (H): 0.2524, atom 24 (H): 0.2421, atom 25 (H): 0.2538, atom 26 (H): 0.2701, atom 27 (H): 0.1999, atom 28 (H): 0.2171, atom 29 (H): 0.2093, atom 30 (N): -0.4554, atom 31 (N): -0.5314, atom 32 (N): -0.4626